# 1
A structure of composition C37H27CuN2O5P2Te. Source: the Open Molecules 2025 dataset; level of theory: ωB97M-V/def2-TZVPD.

XYZ file:
```
75
Properties=species:S:1:pos:R:3:forces:R:3
Te 4.230 0.218 -0.236 0.0717 -0.3862 0.7128
Cu -0.127 0.216 -0.122 -0.8405 0.2285 -0.1007
P 1.649 -1.549 -0.498 0.3196 -0.4920 0.4884
P 1.642 0.466 1.555 0.3935 -0.5508 0.4226
O -1.142 -1.015 1.075 0.1681 -0.1668 0.1573
O -0.962 3.013 -2.872 -0.0410 -0.0785 0.0761
O -3.180 -1.676 1.757 0.0449 0.1136 -0.1109
O 0.117 1.597 -1.496 0.2603 0.2353 -0.1993
O -5.876 1.570 -1.426 -0.0890 -0.0514 0.0517
N -2.035 0.657 -0.548 0.3403 0.0271 -0.1412
N 7.821 -1.071 2.895 0.0438 -0.0801 0.0971
C 4.566 2.053 3.965 0.0464 -0.0385 0.0159
C 0.447 -4.885 1.640 0.0491 -0.0218 0.0792
C -0.921 2.140 -2.017 -0.1535 0.1171 -0.1214
C -0.631 -1.094 5.252 -0.0502 -0.0005 0.0975
C -0.310 0.517 3.508 0.1135 -0.0633 -0.1137
C -1.045 0.049 4.581 -0.0219 0.0439 -0.0002
C 1.285 -1.245 3.808 0.0117 -0.0251 -0.0099
C 4.669 3.360 3.508 -0.0095 0.0195 -0.0213
C -2.424 -0.999 1.078 -0.2294 -0.0932 0.0562
C 0.801 -3.064 0.107 -0.1428 -0.0100 -0.0976
C 3.833 3.805 2.493 0.0342 0.0689 0.0253
C 5.652 -1.447 1.943 -0.1176 0.0174 -0.0220
C -4.321 0.304 -0.193 -0.1366 -0.0529 0.0199
C 2.886 -2.396 -1.566 -0.2294 0.2166 -0.3383
C -2.242 1.585 -1.462 0.0421 -0.0457 0.0748
C 2.912 2.940 1.924 -0.0458 -0.0673 0.0413
C 0.842 -0.149 3.087 -0.1735 0.0476 -0.0160
C -1.145 -4.482 -0.109 -0.0222 0.0130 -0.0263
C 3.904 -2.714 -3.728 0.0444 -0.0266 -0.0733
C -4.579 1.284 -1.153 0.2156 -0.0291 0.0337
C 2.815 1.624 2.369 -0.2544 0.3128 -0.2962
C 0.547 -1.722 4.884 0.0334 -0.0819 0.0031
C 2.922 -2.140 -2.932 -0.0655 -0.0213 0.0821
C 1.225 -3.831 1.180 -0.0059 0.0154 0.0497
C -3.532 1.939 -1.802 0.0076 0.0844 -0.0862
C 5.784 -0.350 1.100 -0.0210 0.0157 -0.0979
C -0.749 -5.194 1.014 -0.0572 -0.0868 -0.0017
C -0.371 -3.427 -0.557 0.0981 0.1226 0.0694
C 4.855 -3.549 -3.164 0.0033 0.0259 -0.0203
C 2.676 -0.858 0.843 0.2773 0.6510 -0.6434
C 6.685 -1.764 2.807 0.0699 0.0749 0.0004
C 6.974 0.368 1.175 -0.1104 0.0500 -0.1114
C 3.633 1.193 3.408 0.0030 -0.0269 -0.0291
C 4.811 -3.824 -1.802 0.0009 -0.0143 0.0252
C 7.944 -0.024 2.083 0.0332 -0.0069 -0.0024
C -3.001 0.014 0.083 0.0857 0.0637 0.0009
C 3.828 -3.258 -1.010 -0.0409 -0.0822 -0.0041
H 3.547 0.177 3.770 0.0593 -0.0006 0.0019
H -0.639 1.389 2.952 -0.0935 -0.0341 0.0147
H 3.936 -2.498 -4.790 -0.0226 0.0045 0.0100
H 7.133 1.237 0.547 0.0511 0.0256 0.0403
H 4.730 -2.016 1.931 -0.0395 -0.0221 0.0217
H 3.911 4.825 2.138 -0.0203 -0.0119 -0.0059
H 2.188 -1.470 -3.364 0.0351 0.0246 -0.0139
H -5.917 2.258 -2.096 0.0199 0.0423 -0.0442
H 5.401 4.030 3.943 -0.0018 -0.0036 -0.0025
H 8.871 0.533 2.177 -0.0301 0.0348 -0.0683
H 5.224 1.698 4.749 -0.0250 0.0055 0.0072
H -2.077 -4.723 -0.606 0.0089 -0.0018 -0.0040
H -1.382 -5.980 1.407 0.0331 -0.0352 -0.0191
H -1.236 -1.498 6.054 0.0344 0.0184 0.0330
H 5.553 -4.476 -1.357 -0.0132 -0.0041 0.0046
H 0.767 -5.451 2.507 0.0030 -0.0043 -0.0132
H 2.160 -3.593 1.667 0.0166 0.1537 0.1665
H -5.128 -0.210 0.310 0.0400 -0.0131 0.0249
H -3.705 2.703 -2.551 0.0297 -0.0029 -0.0018
H 3.793 -3.470 0.051 0.0502 0.0290 0.0108
H 6.604 -2.618 3.474 -0.0495 0.0009 -0.0241
H 0.882 -2.603 5.418 0.0041 0.0137 0.0038
H 2.273 3.271 1.114 0.0339 0.0180 -0.0213
H 2.210 -1.724 3.520 0.0063 -0.1867 -0.1450
H -0.690 -2.835 -1.410 -0.0810 -0.0066 0.0323
H 5.631 -3.984 -3.782 -0.0057 -0.0056 0.0036
H -1.959 0.550 4.874 0.0030 -0.0029 -0.0078
```
Forces are in eV/Å.

## Properties
Multiplicity: 2
Highest occupied orbital energy (alpha / beta): -0.1639 / -0.1663 Eh
Total charge: -1
HOMO-LUMO gap (alpha / beta): 6.7 / 6.4 eV

Mulliken atomic charge list, values in e, 8 entries: number 1, Te, carries 0.38; number 2, Cu, carries -0.96; number 3, P, carries 0.53; number 4, P, carries 1.18; number 5, O, carries -0.06; number 6, O, carries -0.77; number 7, O, carries -0.76; number 8, O, carries -0.26

# 2
A cluster of 5 separate species, C17H46BF3O21P4S in total. Source: the Open Molecules 2025 dataset; level of theory: ωB97M-V/def2-TZVPD.

XYZ file:
```
93
Properties=species:S:1:pos:R:3:forces:R:3
S -0.117 4.892 -4.004 -0.2397 -0.1404 -0.8796
P -0.964 -5.251 3.755 -1.5095 -3.8677 -2.5593
P -0.518 -0.579 5.932 0.2277 -0.4007 5.8227
P 2.447 0.922 -5.958 1.3912 3.2263 -2.2932
P 0.629 -2.392 -2.121 0.4696 -3.6718 1.2105
F -5.940 2.602 -0.600 0.0525 0.4786 0.1675
F -6.556 4.648 -1.008 0.3612 -0.1891 0.3188
F -5.599 4.164 0.890 -0.0468 -0.2230 -0.3600
O -0.413 4.334 -2.480 0.3109 -0.2451 0.0085
O -1.166 -5.284 2.300 0.1073 0.3507 -0.0149
O 3.697 1.317 -6.922 -0.0122 0.1637 0.3139
O -0.799 -1.667 6.891 0.0175 -0.0488 -0.1558
O 1.756 -0.106 -6.960 -0.0942 -1.3133 1.6037
O -3.445 3.042 -1.045 0.0094 0.1134 0.4183
O -0.706 6.208 -4.050 0.0602 0.2108 0.1075
O 0.615 -5.199 3.960 -0.4129 2.1316 1.5328
O -0.790 -1.780 -1.725 0.5770 1.6459 -0.7037
O 1.547 2.043 -5.704 -0.4804 -0.2862 0.4579
O -2.313 -4.580 4.312 1.5819 1.7341 1.0354
O -2.044 -0.095 5.645 0.7967 -0.2535 -2.7929
O 0.946 -1.037 5.422 -1.1783 0.5165 -2.8432
O 0.002 0.818 6.538 0.3482 -0.0505 -0.3352
O 3.440 5.149 -2.639 -0.0344 0.7761 -0.2378
O -1.148 -6.674 4.499 0.4207 -0.0303 0.0116
O 3.362 0.637 -4.701 -0.8308 -1.8562 0.2775
O 1.048 -3.013 -0.700 0.2193 0.1608 -0.1621
O 1.479 5.030 -3.900 -0.2219 0.1259 0.6959
O 1.967 -1.572 -2.351 -1.0213 1.7997 -0.1083
O 0.454 -3.395 -3.166 -0.1179 0.3961 -0.5097
C 1.177 -4.855 5.250 0.0443 -0.0951 0.0806
C -5.590 3.889 -0.435 -0.3195 -0.1457 -0.1495
C 3.433 2.128 -8.067 -0.0178 -0.1578 -0.1619
C 0.373 -4.202 -0.241 -0.2384 0.0816 0.1513
C -2.399 -4.117 5.684 -0.1417 -0.2104 0.0713
C 1.538 6.563 -1.739 0.1585 -0.0241 0.0496
C -2.055 3.307 -1.067 -0.0733 -0.5124 0.0094
C -0.874 -0.589 -0.934 -0.2453 -0.0861 0.1984
C 2.314 -1.420 -7.151 0.0371 -0.0626 -0.1682
C -0.641 1.325 7.714 -0.2320 0.1964 -0.0751
C 4.133 -0.578 -4.593 0.0932 -0.0948 0.0431
C -4.236 4.200 -1.063 -0.2299 -0.1359 -0.2192
C 1.538 -0.494 4.221 0.1397 0.1453 0.0909
C -2.357 0.788 4.550 -0.0244 0.2073 0.1057
C -2.244 -7.500 4.105 -0.1836 0.0672 0.1807
C 2.157 -0.334 -1.629 0.2198 -0.0337 0.0235
C -1.568 3.477 -2.496 0.0309 0.4099 0.0451
B 2.140 5.555 -2.768 0.1708 -0.1393 0.1736
H 1.669 0.585 4.312 -0.0100 -0.0077 0.0331
H 3.111 0.082 -1.938 0.0187 -0.0492 -0.0486
H 0.870 -5.580 6.004 -0.0167 -0.0236 -0.0370
H -4.417 4.537 -2.085 -0.0390 0.1173 -0.0403
H -3.794 5.010 -0.482 0.0670 0.0915 -0.0234
H 0.876 -3.852 5.557 0.0097 -0.0056 -0.0063
H 0.930 -0.725 3.345 0.0204 -0.0462 0.0033
H -1.321 2.525 -2.962 0.0076 -0.1033 -0.0169
H 1.372 0.383 -1.868 0.2307 -0.0203 -0.0746
H 0.132 1.773 8.333 0.0290 -0.0248 -0.0228
H -1.604 2.428 -0.613 0.1850 -0.0190 0.0638
H -1.915 -0.466 -0.647 -0.0376 -0.0576 -0.0389
H -0.558 0.282 -1.509 -0.1526 -0.0398 0.0385
H 4.652 -0.541 -3.640 -0.0250 0.0583 0.0231
H -2.358 3.949 -3.083 -0.1017 0.0111 -0.0336
H -1.136 0.525 8.263 0.0376 -0.0400 -0.0138
H -2.588 -7.243 3.103 0.0427 0.0010 -0.0198
H 2.346 6.928 -1.110 0.0317 0.0133 0.1218
H 1.113 7.417 -2.265 -0.1467 -0.0057 -0.0451
H 0.761 6.147 -1.105 -0.1185 -0.0394 -0.0322
H -1.714 1.672 4.566 0.0151 -0.0193 0.0229
H -0.067 -4.748 -1.074 0.0724 0.0230 -0.0541
H -2.255 0.273 3.595 -0.0403 -0.0212 0.0084
H 2.510 -0.963 4.105 -0.0128 -0.0402 0.0553
H -1.802 4.169 -0.448 0.0192 0.1869 -0.1159
H 1.795 -1.868 -7.992 -0.0565 0.0532 0.0000
H 2.509 2.692 -7.946 0.0177 0.0207 0.0383
H 4.268 2.816 -8.181 -0.0017 0.0034 0.0127
H 4.871 -0.648 -5.392 -0.0603 0.1190 -0.0526
H 2.257 -4.885 5.142 -0.0073 -0.0290 -0.0728
H -3.389 1.100 4.675 -0.0121 -0.0502 0.0421
H 2.161 -2.038 -6.267 -0.0850 0.0037 -0.0629
H -0.264 -0.680 -0.031 -0.0012 -0.0077 -0.0286
H 3.832 5.059 -3.512 0.1595 -0.6759 -0.0642
H -1.896 -8.531 4.120 0.0206 0.0063 -0.0081
H 3.362 1.504 -8.960 -0.0213 -0.0039 0.0073
H 3.379 -1.357 -7.383 -0.0225 0.0468 -0.0064
H -3.069 -7.391 4.811 -0.0079 0.0214 -0.0085
H -1.371 2.088 7.444 -0.0134 -0.0162 -0.0133
H -1.791 -3.232 5.849 -0.0473 -0.0460 0.0118
H 2.176 -0.525 -0.555 0.0074 -0.0385 -0.0170
H 1.107 -4.827 0.260 0.0395 0.0422 -0.0055
H -2.090 -4.906 6.373 -0.0077 -0.0406 -0.0401
H -0.404 -3.941 0.473 -0.0002 -0.0140 0.0118
H -3.442 -3.876 5.870 -0.0211 -0.0174 -0.0737
H 3.475 -1.446 -4.602 0.0949 0.0199 0.1070
```
Forces are in eV/Å.

## Properties
Highest occupied orbital energy: -0.3730 Eh
HOMO-LUMO gap: 9.5 eV

Mulliken atomic charge list, values in e, 8 entries: number 1, S, carries 0.70; number 2, P, carries 1.20; number 3, P, carries 1.24; number 4, P, carries 0.89; number 5, P, carries 0.95; number 6, F, carries -0.26; number 7, F, carries -0.27; number 8, F, carries -0.26

# 3
The molecule C4H9N2O2. Source: the Open Molecules 2025 dataset; level of theory: ωB97M-V/def2-TZVPD.

XYZ file:
```
17
Properties=species:S:1:pos:R:3:forces:R:3
O 0.312 -3.410 0.544 -1.5434 -3.5137 3.5747
O 0.275 -2.879 -1.627 -0.3761 0.6794 3.0489
N 0.949 -1.427 0.165 -1.2793 0.5692 -4.7425
N -1.153 1.337 0.443 -0.4151 1.2367 -0.8351
C -0.018 2.034 1.020 1.9918 -0.6443 -0.1122
C -0.852 0.257 -0.560 -1.7326 -1.3816 4.4822
C 0.551 -0.225 -0.547 2.0216 0.7542 -4.7205
C 0.373 -2.658 -0.389 2.8059 2.7537 -5.7827
H -1.701 2.078 0.027 -0.4598 -0.4235 -0.3411
H 1.339 0.613 -0.661 -0.9041 -1.5782 1.0855
H 0.532 -0.531 -1.660 0.8282 -0.3258 1.6286
H 0.826 2.362 0.276 -1.4233 -0.4699 1.3687
H 1.001 -1.459 1.108 0.4594 0.2358 3.7435
H -1.264 0.443 -1.545 0.0686 0.1191 0.0378
H -1.316 -0.718 -0.063 -0.1902 1.8656 -1.5721
H -0.214 2.856 1.710 -0.8602 0.3184 -0.6810
H 0.359 1.328 1.758 1.0087 -0.1952 -0.1829
```
Forces are in eV/Å.

## Properties
Multiplicity: 2
Highest occupied orbital energy (alpha / beta): -0.3342 / -0.3336 Eh
HOMO-LUMO gap (alpha / beta): 9.8 / 5.5 eV

natural (NBO) atomic charge list, values in e, 8 entries: number 1, O, carries -0.27; number 2, O, carries -0.62; number 3, N, carries -0.51; number 4, N, carries -0.63; number 5, C, carries -0.43; number 6, C, carries -0.23; number 7, C, carries -0.31; number 8, C, carries 0.81